Molecular formula: C4H9NO2
Method: DFT, the ωB97M-V functional and the def2-TZVPD basis

Bonds (Å) are listed after each position.
Atoms and positions in Å:
1 O -1.7132 -1.1157 -0.4682  C2 1.199
2 C -0.8045 -0.4151 -0.8175  O1 1.199, O3 1.360, C4 1.511
3 O -0.5953 -0.0767 -2.1176  C2 1.360, H8 0.953
4 C 0.0618 0.3524 0.1546  C2 1.511, C5 1.572, N7 1.531, H9 1.107
5 C 1.3627 -0.4878 0.4263  C4 1.572, C6 1.523, H10 1.086, H11 1.086
6 C 2.2586 0.4279 1.2504  C5 1.523, H12 1.093, H13 1.083, H14 1.089
7 N -0.8653 0.8713 1.2569  C4 1.531, H15 1.013, H16 1.012
8 H -0.6344 0.8625 -2.2759  O3 0.953
9 H 0.3815 1.2941 -0.3322  C4 1.107
10 H 1.7506 -0.8031 -0.5383  C5 1.086
11 H 1.0680 -1.3190 1.0594  C5 1.086
12 H 2.6776 1.2039 0.6042  C6 1.093
13 H 1.7365 0.9517 2.0421  C6 1.083
14 H 3.1367 -0.0979 1.6229  C6 1.089
15 H -1.7669 0.4409 1.0915  N7 1.013
16 H -0.9740 1.8362 0.9724  N7 1.012

Computed properties:
frontier orbital gap = 10.205 eV
lowest unoccupied orbital energy = 0.411 eV
strongest force on any atom = 0.05618 hartree/bohr
structure (SMILES) = CC[C@H](N)C(=O)O
total charge = 0
calculated total energy = -363.0289 Eh

=====

Molecular formula: C4H9NO2
Method: DFT, the ωB97M-V functional and the def2-TZVPD basis

Bonds (Å) are listed after each position.
Atoms and positions in Å:
1 C -1.9576 0.3310 0.4080  C2 1.521, H8 1.097, H9 1.094, H10 1.094
2 C -0.8845 -0.6268 -0.0869  C1 1.521, N3 1.458, H11 1.098, H12 1.106
3 N 0.2779 0.1020 -0.5797  C2 1.458, C7 1.456, H13 1.017
4 C 1.6662 1.1273 1.4644  O5 1.167, O6 1.167
5 O 0.8466 0.8671 2.2539  C4 1.167
6 O 2.5496 1.4185 0.7604  C4 1.167
7 C 1.2669 -0.7501 -1.2238  N3 1.456, H14 1.094, H15 1.096, H16 1.104
8 H -2.3001 0.9912 -0.3983  C1 1.097
9 H -2.8288 -0.2210 0.7730  C1 1.094
10 H -1.5723 0.9512 1.2224  C1 1.094
11 H -0.5492 -1.2588 0.7460  C2 1.098
12 H -1.3098 -1.3050 -0.8501  C2 1.106
13 H -0.0272 0.8140 -1.2382  N3 1.017
14 H 2.1454 -0.1549 -1.4907  C7 1.094
15 H 1.5942 -1.5198 -0.5152  C7 1.096
16 H 0.8945 -1.2622 -2.1281  C7 1.104

Computed properties:
frontier orbital gap = 10.014 eV
lowest unoccupied orbital energy = 0.852 eV
strongest force on any atom = 0.01501 hartree/bohr
structure (SMILES) = O=C=O.CCNC
total charge = 0
calculated total energy = -363.0715 Eh

=====

Molecular formula: C4H9NO2
Method: DFT, the ωB97M-V functional and the def2-TZVPD basis

Bonds (Å) are listed after each position.
Atoms and positions in Å:
1 C -1.3341 -0.2934 0.4327  C2 1.528, O5 1.407, N7 1.459, H10 1.095
2 C -2.0684 0.3267 -0.7556  C1 1.528, H11 1.089, H12 1.091, H13 1.089
3 C 2.5227 -0.0713 -0.0936  C4 1.692, H14 1.099, H15 1.086, H16 1.086
4 C 0.9380 0.2932 0.3750  C3 1.692, O6 1.313, N7 1.240
5 O -1.9020 -1.5202 0.8211  C1 1.407, H8 0.966
6 O 0.9639 1.4834 0.9282  C4 1.313, H9 1.148
7 N 0.0594 -0.5260 0.0667  C1 1.459, C4 1.240
8 H -1.6754 -2.1692 0.1431  O5 0.966
9 H 2.0572 1.3699 0.5971  O6 1.148
10 H -1.4227 0.3578 1.3091  C1 1.095
11 H -1.6674 1.3152 -0.9743  C2 1.089
12 H -1.9493 -0.3053 -1.6363  C2 1.091
13 H -3.1279 0.4120 -0.5207  C2 1.089
14 H 3.4133 0.3407 0.4008  C3 1.099
15 H 2.6101 -1.1422 0.0664  C3 1.086
16 H 2.5827 0.1286 -1.1597  C3 1.086

Computed properties:
frontier orbital gap = 10.702 eV
lowest unoccupied orbital energy = 0.695 eV
strongest force on any atom = 0.09563 hartree/bohr
structure (SMILES) = C/C(O)=N/[C@@H](C)O
total charge = 0
calculated total energy = -362.9667 Eh